No. 1
Density functional theory data (ωB97M-V/def2-TZVPD) for a structure of composition C14H31BCdN2O5 in a non-equilibrium geometry.

Positions of all 54 atoms, in Å:
C -3.57569 -1.49833 -0.78364
C -3.32762 -1.46872 0.84117
C -4.09719 -0.21703 1.60691
C -3.07724 0.59203 2.64845
C -2.09207 1.50215 1.68631
C -1.01934 2.43021 2.50964
C 0.50927 1.76386 2.59138
C 1.14836 1.81432 1.05942
O 2.17889 0.78621 0.81473
C 2.48161 0.87477 -0.62819
O 2.94197 2.06029 -1.10054
N 2.37742 -0.25592 -1.62774
C 2.56945 -1.61901 -1.00199
C 3.95834 -1.80931 -0.15289
O 3.55974 -2.44559 1.14683
C 5.00182 -2.91598 -0.84889
N 6.22313 -2.13300 -1.32162
B 0.94903 -0.10754 -2.20703
O -0.11957 -1.10893 -2.01978
O 0.68496 1.08940 -3.02905
C -0.75071 1.30306 -3.26816
C -1.56096 1.86203 -1.91580
H -4.52317 -2.14402 -1.06995
H -3.72317 -0.40929 -1.24660
H -2.66586 -1.99234 -1.35367
H -3.81154 -2.46635 1.27323
H -2.17441 -1.51250 1.04353
H -5.10927 -0.51857 2.11148
H -4.34532 0.57568 0.75376
H -3.65290 1.27056 3.41416
H -2.38921 -0.18627 3.21457
H -2.80291 2.23691 1.07555
H -1.60764 0.76075 0.90923
H -1.44698 2.61083 3.60572
H -0.94894 3.48162 1.95697
H 1.19564 2.39574 3.33274
H 0.43992 0.66487 2.99948
H 1.55244 2.92839 0.93198
H 0.29562 1.61650 0.24809
H 1.67118 -1.97823 -0.33124
H 2.62282 -2.39923 -1.90356
H 4.59376 -0.83753 -0.00744
H 3.05676 -3.30546 0.91818
H 5.36717 -3.63272 0.00280
H 4.49517 -3.55698 -1.68712
H 6.70559 -1.64866 -0.51607
H 5.82757 -1.37131 -1.92290
H -0.47950 -1.11519 -1.08305
H -1.30542 0.40457 -3.78425
H -0.82309 2.20748 -4.04383
H -0.81070 2.57662 -1.36710
H -2.49343 2.54461 -2.21494
H -1.89576 0.92751 -1.29598
Cd -5.77805 1.37306 1.03669

## Properties
**Max |F|**: 9.00 eV Å⁻¹
**HOMO level**: -13.444 eV
**Electronic energy**: -33451.38636 eV
**Kohn-Sham gap**: 1.266 eV
**Net charge**: +2

natural (NBO) population analysis, charges in e, atoms 1 to 4: -0.663 -0.420 -0.445 -0.434

***

No. 2
Density functional theory data (ωB97M-V/def2-TZVPD) for an isolated molecule of C4H8O2 in a non-equilibrium geometry.

Positions of all 14 atoms, in Å:
C 0.93102 -0.93649 -0.06508
C -0.45585 -0.27285 -0.08936
C -0.59741 0.98426 0.68562
C -0.52570 1.05787 -0.84037
H 2.30694 0.10906 0.67603
H 0.94605 -1.61081 -0.90404
H 1.15102 -1.56510 0.80165
H -1.62673 -1.89489 0.41475
H 0.23459 1.29857 1.23230
H -1.63734 1.20737 1.01519
H -1.50383 1.25655 -1.26391
H 0.42066 1.45739 -1.16135
O 1.97278 0.00830 -0.26019
O -1.61622 -1.09923 -0.24125

## Properties
**Max |F|**: 2.84 eV Å⁻¹
**Relative energy (zero: lowest compared OMol25 entry of this formula, charge and spin)**: 2.453 eV
**HOMO level**: -9.533 eV
**SMILES**: OCC1(O)CC1
**Electronic energy**: -8370.82832 eV
**Kohn-Sham gap**: 10.268 eV
**Net charge**: 0

natural (NBO) population analysis, charges in e, atoms 1 to 4: -0.087 0.211 -0.454 -0.439

***

No. 3
Density functional theory data (ωB97M-V/def2-TZVPD) for a structure of composition C19H20BrClF5N5O5PtS.

Positions of all 58 atoms, in Å:
Pt 1.06744 -0.09908 1.08938
C 1.61911 -3.68974 -2.62032
N 0.75338 -3.26001 -1.53243
C 0.36336 -4.28532 -0.57435
C 0.53914 -1.96256 -1.21506
N 0.02033 -1.56136 -0.09289
N 0.81736 -1.07895 -2.25997
C 1.06468 0.29774 -2.15383
N 0.64509 0.99940 -3.26051
N 1.67588 0.75182 -1.14321
H 2.32633 -4.42432 -2.23490
H 2.19403 -2.85335 -3.00508
H 1.04964 -4.14746 -3.43257
H 0.48812 -5.25858 -1.04154
H -0.68799 -4.18178 -0.30077
H 0.97945 -4.24213 0.32806
H -0.13849 -2.32784 0.54615
H 0.54814 -1.41508 -3.16853
H -0.10160 0.59972 -3.80508
H 0.56529 1.99623 -3.13066
H 1.72756 1.76529 -1.12220
F -2.06659 2.83567 1.79209
C -2.36263 1.67483 1.19284
F -1.91485 0.65701 1.92437
H -3.44345 1.60599 1.07672
Cl -6.58647 5.36570 -2.73838
C -5.14827 4.56628 -2.19362
C -5.22477 3.24359 -1.78348
C -4.07695 2.61225 -1.33169
C -2.86825 3.30327 -1.30030
C -2.80403 4.62207 -1.74399
C -3.94768 5.26360 -2.18546
C -1.58399 2.66382 -0.86326
O -0.51655 3.02575 -1.26350
O -1.65865 1.58668 -0.01978
H -6.16753 2.71733 -1.82474
H -4.12488 1.56678 -1.06225
H -1.85508 5.13962 -1.72720
H -3.91477 6.28985 -2.52136
Br 4.77450 -5.35175 2.52076
C 3.69230 -3.85233 2.09102
C 4.13577 -2.93981 1.14690
C 3.34303 -1.84484 0.83170
C 2.10823 -1.66174 1.45467
C 1.68410 -2.58826 2.40611
C 2.47710 -3.68473 2.72914
H 5.09677 -3.07748 0.66976
H 3.68257 -1.12512 0.09640
H 0.73729 -2.45148 2.91581
H 2.15073 -4.39617 3.47577
F -0.44448 2.08763 4.59494
C 0.58746 1.25686 4.41824
F 0.09337 0.04787 4.12004
F 1.24796 1.15347 5.57325
S 1.71166 1.93462 3.12184
O 2.17649 3.13903 3.73459
O 2.65128 0.84560 2.84837
O 0.84303 2.14594 1.95393

## Properties
**Max |F|**: 0.68 eV Å⁻¹
**Relative energy (zero: lowest compared OMol25 entry of this formula, charge and spin)**: 3.459 eV
**HOMO level**: -7.547 eV
**Electronic energy**: -147949.36919 eV
**Kohn-Sham gap**: 7.155 eV
**Net charge**: 0

natural (NBO) population analysis, charges in e, atoms 1 to 4: 0.842 -0.415 -0.412 -0.428

***

No. 4
Density functional theory data (ωB97M-V/def2-TZVPD) for an isolated molecule of C4H8 in a non-equilibrium geometry.

Positions of all 12 atoms, in Å:
C 1.18855 0.73522 -0.28553
C -0.04465 -0.05608 -0.21790
C -0.77077 -0.04757 1.11969
C -0.55543 -0.85590 -1.14491
H 1.30043 1.43823 -1.20713
H 1.15397 1.20297 0.71237
H 2.13609 0.18528 -0.16075
H -0.10486 0.49308 1.90462
H -1.71906 0.38402 1.01812
H -0.93506 -1.15553 1.32191
H -0.15875 -0.86432 -2.18106
H -1.49044 -1.45939 -0.87943

## Properties
**Max |F|**: 3.11 eV Å⁻¹
**Relative energy (zero: lowest compared OMol25 entry of this formula, charge and spin)**: 0.944 eV
**HOMO level**: -9.094 eV
**SMILES**: C=C(C)C
**Electronic energy**: -4276.24969 eV
**Kohn-Sham gap**: 10.224 eV
**Net charge**: 0

natural (NBO) population analysis, charges in e, atoms 1 to 4: -0.663 0.006 -0.639 -0.416

***

No. 5
Density functional theory data (ωB97M-V/def2-TZVPD) for a structure of composition C5H8O2 in a non-equilibrium geometry.

Positions of all 15 atoms, in Å:
O -0.23744 -0.05282 2.31107
C 0.07879 -0.23918 0.98329
C -1.18312 -0.57811 0.06583
C -0.73522 0.26320 -1.14502
C 0.76488 -0.04365 -1.22964
C 0.68106 0.79585 0.06343
O -0.41584 1.53552 -0.51421
H 0.69059 -0.18152 2.56892
H 1.31964 -0.79905 1.26854
H -1.29361 -1.64573 -0.10640
H -2.14727 -0.19254 0.45543
H -1.38254 0.36290 -2.02214
H 1.08561 -1.08979 -1.16359
H 1.27037 0.49663 -2.02592
H 1.50411 1.36830 0.49042

## Properties
**Max |F|**: 3.81 eV Å⁻¹
**Relative energy (zero: lowest compared OMol25 entry of this formula, charge and spin)**: 3.886 eV
**HOMO level**: -9.332 eV
**Electronic energy**: -9405.94664 eV
**Kohn-Sham gap**: 10.039 eV
**Net charge**: 0

natural (NBO) population analysis, charges in e, atoms 1 to 4: -0.699 0.178 -0.468 0.074

***

No. 6
Density functional theory data (ωB97M-V/def2-TZVPD) for a cluster of 2 separate species, C7H12FO7S in total.

Positions of all 28 atoms, in Å:
C 1.77823 -0.13385 1.78910
C 1.03764 -0.88622 0.68112
C 1.99663 -1.29271 -0.43957
C -0.10623 -0.01491 0.12568
C -1.41917 -0.70569 0.00881
F -1.25724 -1.98262 -0.48488
C -2.47751 -0.04156 -0.85515
O -3.69838 -0.72035 -0.49255
S -3.60243 -1.29937 0.98530
O -3.69166 -2.71374 0.94160
O -4.46243 -0.56801 1.84569
O -2.10872 -0.82560 1.26365
H 2.60832 -0.73835 2.16342
H 1.09775 0.06294 2.62296
H 2.15319 0.82376 1.41522
H 0.62896 -1.80147 1.12339
H 2.24075 -0.42522 -1.05721
H 2.91012 -1.73314 -0.03326
H 1.52604 -2.03784 -1.08856
H -0.22289 0.86459 0.76156
H 0.17291 0.37525 -0.85862
H -2.27179 -0.20277 -1.90974
H -2.58136 1.02193 -0.64293
C 1.94122 2.78168 -1.18492
O 1.07264 2.02084 -1.68122
O 2.39991 3.78708 -2.07038
O 2.44639 2.78359 -0.06352
H 1.88908 3.60176 -2.86500

## Properties
**Max |F|**: 0.39 eV Å⁻¹
**Relative energy (zero: lowest compared OMol25 entry of this formula, charge and spin)**: 0.000 eV
**HOMO level**: -5.095 eV
**Electronic energy**: -35341.35450 eV
**Kohn-Sham gap**: 8.064 eV
**Net charge**: -1

natural (NBO) population analysis, charges in e, atoms 1 to 4: -0.616 -0.206 -0.609 -0.492

***

No. 7
Density functional theory data (ωB97M-V/def2-TZVPD) for a cluster of 2 separate species, C3H8FN in total in a non-equilibrium geometry.

Positions of all 13 atoms, in Å:
C -0.65466 -0.88819 -0.78685
C 0.77208 1.08118 -0.13080
C -0.12456 -0.01356 0.29245
N -0.40569 -0.23415 1.56329
F 1.80930 -1.41561 0.64615
H 0.35396 -1.54262 -0.95833
H -1.39692 -1.54337 -0.39400
H -1.01828 -0.26861 -1.69448
H 1.16403 0.76224 -1.10916
H 1.69509 1.18402 0.61878
H 0.24084 2.09659 -0.26265
H -1.15636 -0.98761 1.77043
H 0.36766 -0.41886 2.22528

## Properties
**Max |F|**: 3.23 eV Å⁻¹
**Relative energy (zero: lowest compared OMol25 entry of this formula, charge and spin)**: 2.092 eV
**HOMO level**: -8.869 eV
**Electronic energy**: -7446.09240 eV
**Kohn-Sham gap**: 8.680 eV
**Net charge**: 0

natural (NBO) population analysis, charges in e, atoms 1 to 4: -0.741 -0.712 0.606 -0.743

***

No. 8
Density functional theory data (ωB97M-V/def2-TZVPD) for an isolated molecule of C21H27NO2.

Positions of all 51 atoms, in Å:
C -1.88946 -1.06323 0.35740
C -0.61358 -1.74029 0.86977
N -0.09556 -2.83578 0.06333
C 0.59383 -2.39691 -1.13448
H 0.02808 -1.65558 -1.72000
C 1.96646 -1.80088 -0.79925
H 2.66360 -1.98896 -1.62629
H 2.34398 -2.28077 0.11111
O 1.82746 -0.40456 -0.61095
C 2.88316 0.32262 -0.16939
C 4.14853 -0.22358 0.03850
C 5.19048 0.54995 0.51592
C 4.99171 1.88668 0.81353
C 3.74244 2.43594 0.61540
C 2.67699 1.68815 0.11384
C 1.40308 2.43309 -0.07362
O 1.20122 3.45800 0.54238
C 0.42500 1.90315 -1.09601
H 0.98632 1.65351 -1.99867
H 0.01375 0.97090 -0.70705
C -0.71164 2.89032 -1.40737
C -1.94329 2.58831 -0.60070
C -3.06417 2.02461 -1.19533
C -4.18712 1.72279 -0.44420
C -4.20062 1.97816 0.91568
C -3.08670 2.53959 1.51848
C -1.96681 2.84299 0.76584
H -1.10000 3.28503 1.23347
H -3.09243 2.74319 2.57980
H -5.07606 1.74274 1.50342
H -5.05325 1.28756 -0.92196
H -3.06172 1.82356 -2.25818
H -0.95259 2.84388 -2.47068
H -0.36534 3.90016 -1.17508
H 3.55476 3.47543 0.84011
H 5.80065 2.49064 1.19372
H 6.16085 0.09775 0.65790
H 4.33105 -1.26386 -0.17829
H 0.75560 -3.27117 -1.76842
C -1.04459 -3.90843 -0.19032
H -1.90633 -3.57451 -0.79209
C -1.54041 -4.55452 1.09823
H -0.69628 -4.79565 1.73856
H -2.07388 -5.47191 0.86145
H -2.21604 -3.89913 1.64035
H -0.51356 -4.66857 -0.77162
H 0.17901 -0.99449 0.94315
H -0.79156 -2.12586 1.87641
H -1.77942 -0.74449 -0.67694
H -2.10125 -0.18367 0.95933
H -2.74434 -1.73188 0.41980

## Properties
**Max |F|**: 0.59 eV Å⁻¹
**Relative energy (zero: lowest compared OMol25 entry of this formula, charge and spin)**: 1.417 eV
**HOMO level**: -8.412 eV
**SMILES**: CCN(CC)CCOc1ccccc1C(=O)CCc1ccccc1
**Electronic energy**: -27800.01408 eV
**Kohn-Sham gap**: 8.925 eV
**Net charge**: 0

natural (NBO) population analysis, charges in e, atoms 1 to 4: -0.645 -0.226 -0.455 -0.231

***

Per-record LUMO level, Eh: -0.4475, 0.0270, -0.0144, 0.0416, 0.0260, 0.1091, -0.0069, 0.0189